(1)
{"formula": "C8H8I2O3S", "method": "ωB97M-V/def2-TZVPD", "de_lowest_ev": 0.0000, "homo_lumo_gap_ha": 0.323, "total_energy_ha": -1528.8711, "species": ["H", "H", "H", "C", "C", "O", "C", "I", "H", "C", "I", "H", "C", "C", "C", "H", "H", "O", "O", "S", "H", "C"], "coordinates": [[-2.32547, 0.60418, -1.61381], [-2.95709, 2.09331, 1.47387], [0.73686, -0.84759, 2.02183], [-1.15203, 0.34301, 1.45524], [-2.91029, 1.81765, 0.44118], [1.82238, -2.17706, -1.67721], [-1.72393, 0.10877, -0.85397], [5.00519, 0.82788, 0.23386], [-3.90125, 1.29551, 0.10682], [3.15102, 0.09089, -0.57257], [1.79272, 1.83945, -0.81634], [-2.63239, 2.60332, -0.24883], [0.11564, -1.20023, 0.00573], [-1.91427, 0.74078, 0.33857], [-0.73959, -0.83497, -1.03084], [3.45985, -0.34178, -1.51467], [-0.47769, -1.15290, -1.98373], [2.69451, -0.86240, 0.31311], [1.70132, -3.28630, 0.50111], [1.60032, -2.06901, -0.24399], [-1.23012, 0.97610, 2.40040], [-0.11569, -0.56862, 1.26425]], "forces_ev_per_a": [[0.31, -0.93, -0.71], [-0.41, 0.76, 0.37], [-2.21, 0.95, -0.91], [0.79, 1.00, 0.54], [-1.81, -1.69, -0.78], [-0.11, 0.50, 1.38], [-0.24, 0.58, -0.43], [-0.12, -0.08, 0.02], [1.41, 1.49, 0.65], [0.35, 0.52, 0.33], [0.49, -0.83, -0.11], [-0.31, 0.45, 0.09], [-1.72, 1.81, 1.62], [0.95, -0.96, 1.80], [0.79, 0.02, 0.45], [-0.58, 0.18, -0.38], [0.13, -0.75, -1.72], [-1.01, -1.57, 0.28], [0.32, 1.46, 0.65], [0.61, -0.18, -2.74], [0.11, -1.30, -1.20], [2.27, -1.44, 0.79]]}

=====

(2)
{"formula": "C3H6O2P", "method": "ωB97M-V/def2-TZVPD", "total_charge": -1, "de_lowest_ev": 3.5362, "homo_lumo_gap_ha": [0.258, 0.230], "total_energy_ha": -609.6983, "species": ["H", "P", "C", "H", "C", "O", "H", "H", "H", "C", "H", "O"], "coordinates": [[0.88965, 1.84569, -0.94248], [1.77260, -0.16745, 0.04506], [-2.31832, -1.05722, -0.38369], [-1.42318, -2.07979, 1.15883], [-1.35156, -1.35371, 0.47090], [2.63964, -0.43525, 1.23788], [1.75845, 2.24069, 0.36782], [0.28931, 1.58279, 0.85873], [-2.22398, -0.28596, -1.04236], [1.05911, 1.53919, 0.10361], [-3.34382, -1.42841, -0.55955], [2.25211, -0.40057, -1.31475]], "forces_ev_per_a": [[-1.05, -0.49, 0.51], [0.60, 1.35, 1.79], [-0.66, -1.17, 1.10], [-0.40, -2.81, 2.51], [1.36, 2.82, -2.65], [-1.28, -0.21, -0.46], [2.42, 1.32, 1.16], [-0.72, 0.02, -0.44], [0.81, 2.30, -1.97], [-1.00, -1.63, -1.10], [0.14, -0.75, 0.82], [-0.22, -0.76, -1.27]]}

=====

(3)
{"formula": "C30H30I2N7O4S2Sc", "method": "ωB97M-V/def2-TZVPD", "de_lowest_ev": 0.0000, "homo_lumo_gap_ha": 0.271, "total_energy_ha": -3998.0858, "species": ["C", "C", "O", "O", "H", "H", "C", "H", "C", "C", "H", "H", "H", "C", "H", "C", "H", "H", "H", "C", "C", "S", "C", "H", "C", "C", "H", "H", "C", "C", "I", "H", "N", "H", "C", "H", "H", "C", "N", "O", "H", "H", "O", "H", "H", "H", "C", "N", "C", "N", "H", "C", "H", "C", "C", "H", "S", "C", "N", "C", "C", "Sc", "H", "C", "C", "C", "H", "C", "H", "N", "H", "H", "C", "C", "I", "N"], "coordinates": [[5.06103, -0.13514, -0.08563], [-0.95154, -3.53905, 2.71609], [-0.14450, -0.34084, -3.21733], [-1.47002, 0.07562, -0.65411], [5.85074, -0.80512, -0.39443], [0.73584, 2.83101, 3.17716], [0.13886, -1.29337, 1.42254], [1.89515, -1.89715, -1.82775], [1.41576, 3.64254, 2.95100], [-4.42121, 0.46826, -2.84627], [-3.65938, -5.44775, 0.51391], [6.10381, 0.67993, 1.60582], [-2.12674, 4.60185, -1.86605], [0.54908, -2.60177, 1.09504], [1.03114, -3.88908, -2.45307], [1.60424, 4.68133, 3.84929], [-4.43479, 0.64090, -3.92286], [-3.64245, -3.02959, -0.03246], [-3.19712, 1.94504, -0.04760], [3.01512, 1.55492, 0.56088], [-1.42157, -2.27233, 3.02561], [-2.93109, -0.30215, -0.72755], [-0.79440, -3.81018, -1.38458], [-1.74021, -6.85737, -0.26059], [-3.82418, 1.27682, -0.63686], [-4.09607, 1.73664, -2.06322], [3.81724, 6.53713, 2.08364], [-1.83468, 4.92344, -0.20944], [-1.77265, -5.79560, -0.46836], [-0.73409, -5.17770, -1.14768], [-1.74531, -5.20891, 3.68710], [0.38238, -4.69439, 1.49412], [-1.84094, -3.06816, -1.01119], [-3.19592, 2.20112, -2.46846], [-3.32755, -0.53235, -2.48851], [1.07179, 4.67795, 4.79178], [-0.06033, -2.59304, -2.96667], [4.16794, 1.56301, 1.33444], [-1.83582, 4.25735, -0.96722], [0.71124, -0.26838, 0.85264], [-5.40377, 0.08195, -2.56193], [-2.38758, -0.31918, -2.99839], [1.86623, 0.09362, -2.97779], [-4.90740, 2.46492, -2.09132], [3.72551, -0.70158, -1.67668], [1.85765, -3.76683, -0.14230], [-2.83696, -5.02216, -0.04354], [0.96179, -0.23497, -3.78667], [-0.77659, 3.38823, -0.97691], [2.86468, 0.71413, -0.47328], [-4.74393, 1.06850, -0.08583], [5.19885, 0.69506, 1.01266], [-3.58900, -1.57733, -2.64137], [2.46770, 5.72392, 3.54040], [0.03076, -3.70270, 1.75027], [0.12405, -5.74677, -1.48185], [-0.43760, 2.52990, -2.43397], [2.96712, 4.68040, 1.43412], [-0.11484, 3.29180, 0.14910], [3.14707, 5.72390, 2.33086], [-2.82162, -3.66788, -0.34495], [0.53986, 0.36052, -1.10854], [-2.19795, -2.13871, 3.76632], [3.87141, -0.08665, -0.79633], [1.56822, -2.71884, 0.00040], [2.09821, 3.63871, 1.73969], [2.61047, 6.53606, 4.24164], [0.33762, -3.11720, -2.10049], [2.46142, -2.15917, 0.28630], [0.87644, 2.35878, 0.05480], [3.49543, 4.67784, 0.48781], [4.24929, 2.24427, 2.16915], [-0.87818, -1.17078, 2.38435], [1.91596, 2.51732, 0.78290], [-1.56623, 0.73895, 2.85110], [1.07706, -2.13347, -1.27291]], "forces_ev_per_a": [[0.01, 0.00, 0.01], [0.00, 0.04, -0.01], [0.02, 0.01, -0.05], [0.00, -0.07, -0.07], [0.00, 0.00, 0.00], [0.00, 0.00, 0.00], [-0.02, 0.02, -0.01], [0.00, -0.01, -0.01], [0.00, -0.01, -0.01], [0.02, 0.02, -0.03], [0.00, 0.00, 0.00], [0.00, 0.00, 0.00], [0.00, 0.00, 0.00], [0.01, -0.03, 0.00], [-0.01, 0.00, -0.01], [0.00, 0.00, 0.00], [-0.01, 0.00, 0.00], [0.00, -0.01, 0.01], [0.00, 0.00, 0.00], [0.01, -0.01, 0.01], [-0.01, -0.03, 0.02], [0.02, 0.05, 0.03], [-0.01, 0.06, 0.01], [-0.01, 0.00, 0.00], [0.02, -0.01, -0.01], [-0.02, 0.00, 0.02], [0.00, 0.00, 0.00], [0.00, 0.00, 0.00], [-0.01, 0.02, 0.00], [-0.03, -0.01, 0.00], [0.00, 0.00, 0.00], [0.00, 0.00, -0.01], [0.04, -0.06, 0.00], [0.00, -0.01, 0.00], [0.00, -0.02, 0.03], [0.00, 0.00, 0.00], [0.01, 0.00, 0.00], [0.01, 0.00, 0.01], [0.00, 0.01, 0.00], [-0.03, -0.04, -0.01], [0.00, 0.00, 0.01], [-0.01, 0.00, -0.01], [-0.01, 0.01, 0.02], [0.00, 0.00, 0.00], [0.00, 0.00, 0.00], [0.00, -0.01, 0.01], [0.01, -0.02, 0.00], [-0.04, -0.03, 0.01], [0.02, -0.04, 0.01], [0.00, 0.01, -0.03], [0.00, 0.00, 0.00], [-0.01, 0.00, -0.01], [0.01, 0.01, -0.01], [0.00, 0.00, 0.01], [0.00, -0.01, 0.02], [0.01, 0.01, 0.00], [0.01, -0.03, -0.02], [0.00, 0.00, 0.00], [-0.02, 0.00, 0.02], [0.00, 0.00, 0.00], [0.02, 0.01, -0.02], [-0.04, 0.07, 0.03], [0.00, 0.00, 0.00], [0.00, -0.01, -0.01], [0.01, 0.01, -0.03], [0.00, 0.02, 0.01], [0.00, 0.00, 0.00], [-0.03, -0.02, 0.00], [0.00, 0.00, -0.01], [0.09, 0.03, 0.06], [0.00, 0.00, 0.00], [-0.01, 0.00, 0.00], [0.04, 0.00, -0.02], [-0.06, -0.01, -0.01], [-0.02, 0.03, 0.00], [0.03, 0.03, 0.04]]}